91
Properties=species:S:1:pos:R:3:forces:R:3 method="wB97M-V/def2-TZVPD" e_above_lowest_ev=0.224 total_energy_ha=-5252.280846 homo_lumo_gap_ev=8.8 max_force_ev_per_a=0.50 mol_weight_g_mol=884.79 total_charge=+1
Ti 0.27423 0.84471 0.86493 -0.4040 0.2235 -0.1965
S 2.67639 2.90953 2.05194 0.1943 0.3078 -0.1140
S 0.38150 2.44402 3.25322 -0.0843 -0.2884 -0.1268
P -0.70972 -1.48725 0.50609 -0.1835 -0.2548 0.2385
P 0.99105 0.03728 -1.49003 -0.0445 0.2043 -0.1870
Si -2.64246 -0.28773 2.53884 -0.0217 0.1152 -0.0118
Si 0.38279 3.09875 -1.68094 -0.0248 -0.0387 0.0437
F 3.51749 0.44585 2.47525 0.0471 -0.0721 -0.0104
F 0.57387 2.14070 5.81925 -0.0157 0.0177 0.0231
F -0.13084 4.09489 5.19581 -0.0276 -0.0019 0.0263
F 5.06382 1.95485 2.55877 0.0385 -0.0043 -0.0333
F 3.66599 1.74276 4.19709 0.0555 0.0248 0.0318
F -1.44947 2.38242 5.07332 -0.0008 0.0096 0.0310
O 1.99393 2.11507 1.01217 -0.0909 -0.2292 -0.0837
O 0.71000 1.01116 3.15369 0.0108 -0.0209 -0.1105
O 3.48708 3.97921 1.60488 0.0104 -0.0180 0.0137
O -0.67720 2.75160 2.31449 -0.0762 0.1784 -0.0045
N 1.64066 3.35510 3.15020 0.0948 0.0893 0.1952
N -1.33013 -0.20540 1.32027 0.0955 0.0645 -0.0116
N 0.24613 1.43098 -1.06009 0.1491 0.0118 0.3279
C 1.00968 -1.77063 -3.55095 0.0346 -0.0400 -0.0284
C -0.87124 -0.25659 -3.54094 -0.0200 -0.0216 -0.0544
C -1.32679 -0.82566 -4.72245 0.0035 0.0033 0.0073
C -2.87798 -1.17224 -1.16839 -0.0827 -0.0103 -0.0086
C 2.16147 3.68099 -1.76919 -0.0424 0.0754 -0.0961
C -0.19859 2.79905 4.97538 0.0169 0.0229 -0.0660
C 3.08291 0.77950 -3.12011 0.0177 0.0013 -0.0157
C -0.59856 4.16657 -0.51201 -0.0754 0.0904 -0.0478
C 0.54747 -2.33963 -4.72456 -0.0252 -0.0083 -0.0069
C -0.09178 -4.87380 3.50605 -0.0248 0.0040 -0.0172
C 5.37320 0.89013 -2.40730 -0.0077 0.0019 -0.0019
C 0.79462 -0.78805 0.02013 0.1962 -0.1564 0.0625
C -0.61751 -1.86040 -5.31397 0.0011 -0.0039 0.0231
C -0.38646 3.16701 -3.38086 0.0266 0.1058 -0.0019
C 5.02186 0.37169 -1.16880 -0.0237 -0.0157 0.0088
C -1.80690 -1.98776 -0.81940 0.0532 -0.0420 0.0114
C -1.58579 -3.18187 -1.50503 0.0274 -0.0180 -0.0325
C 4.40582 1.08763 -3.38568 0.0280 0.0067 0.0149
C 0.30034 -0.72278 -2.96148 0.0846 -0.0070 0.0327
C 2.72427 0.27758 -1.86898 0.0202 -0.0804 -0.0089
C 0.57255 -2.77697 2.54405 0.0145 -0.0248 0.0414
C -0.46423 -2.87588 1.61607 0.1017 -0.0376 -0.0845
C -3.54013 -2.76464 -2.83909 0.0193 -0.0165 -0.0034
C 3.69669 0.06181 -0.89806 0.0483 0.0361 0.0009
C -3.74863 -1.56571 -2.17440 -0.0002 -0.0046 0.0420
C -1.91155 -0.55814 4.23864 -0.0304 -0.0822 0.0276
C -3.65012 1.27130 2.37198 -0.0352 -0.0556 -0.0188
C -3.79806 -1.72470 2.21521 -0.0336 0.0233 0.1190
C 3.81835 1.67565 2.88547 -0.1402 -0.0470 0.0563
C -2.45283 -3.56789 -2.51277 -0.0165 0.0218 -0.0448
C 0.75457 -3.77217 3.48914 -0.0066 0.0112 -0.0140
C -1.11913 -4.98008 2.57859 0.0294 -0.0089 0.0087
C -1.30892 -3.98260 1.63341 -0.0151 -0.0269 0.0086
H -3.03354 -0.23179 -0.65597 0.0077 0.0152 0.0677
H -0.74561 -3.81675 -1.24606 0.0015 0.0265 -0.0045
H 3.41720 -0.34936 0.06272 -0.0168 -0.0078 0.0068
H -4.21452 1.24340 1.43480 0.0289 0.0182 0.0142
H 1.55910 -3.69024 4.20784 -0.0107 -0.0100 -0.0001
H -1.42279 0.54734 -3.07439 0.0148 0.0448 0.0170
H -0.90310 -0.16839 4.35988 -0.0516 0.0059 -0.0210
H -1.45264 2.93014 -3.37852 0.0287 -0.0133 0.0267
H 2.33233 0.93117 -3.88801 -0.0078 -0.0035 0.0153
H 4.68417 1.48245 -4.35386 0.0011 -0.0060 0.0098
H 5.77921 0.20318 -0.41393 -0.0057 0.0062 -0.0170
H -1.86747 -1.63291 4.43564 0.0136 0.0131 -0.0063
H -1.54236 3.70705 -0.21074 -0.0066 -0.0206 -0.0175
H 0.11316 2.51264 -4.09872 -0.0077 -0.0155 0.0150
H -2.11664 -4.07009 0.91802 0.0048 0.0163 0.0353
H -3.06779 2.18932 2.38949 0.0631 0.0170 0.0264
H -4.38284 1.31574 3.18340 0.0326 -0.0008 -0.0273
H -4.09211 -1.87741 1.17849 0.0124 0.0448 -0.0741
H 1.10054 -3.14570 -5.18891 -0.0084 0.0110 0.0104
H -2.54854 -0.11130 5.00603 0.0004 -0.0293 -0.0218
H -3.41813 -2.66585 2.61469 0.0034 0.0374 -0.0319
H -0.97090 -2.29726 -6.23920 0.0014 0.0089 0.0062
H -4.22257 -3.07490 -3.62008 0.0062 0.0008 0.0088
H -0.84661 5.09678 -1.03292 0.0228 -0.0106 0.0358
H -4.58937 -0.93556 -2.43453 0.0060 -0.0121 -0.0051
H -0.28171 4.19324 -3.74905 -0.0117 -0.0552 -0.0181
H 2.87274 3.03250 -1.25986 -0.0369 -0.0102 0.0207
H -0.05651 4.44240 0.39343 0.0364 -0.0483 -0.0136
H -4.71102 -1.48565 2.77302 0.0165 -0.0556 -0.0187
H 1.24156 -1.92463 2.52719 -0.0063 0.0226 -0.0190
H 1.93341 -2.12723 -3.10796 -0.0296 0.0231 0.0072
H -2.23550 -0.45626 -5.18015 0.0106 -0.0094 -0.0004
H 0.05296 -5.65351 4.24231 -0.0028 0.0022 -0.0058
H 2.48451 3.78272 -2.80794 0.0077 -0.0156 0.0283
H 2.22984 4.66980 -1.30707 0.0212 -0.0246 -0.0120
H -2.28473 -4.49731 -3.04122 -0.0060 0.0151 0.0065
H 6.40681 1.13399 -2.61445 -0.0030 -0.0002 -0.0076
H -1.77427 -5.84103 2.58773 0.0042 0.0042 0.0093



87
Properties=species:S:1:pos:R:3:forces:R:3 method="wB97M-V/def2-TZVPD" e_above_lowest_ev=1.435 total_energy_ha=-3296.725210 s_squared=1.021 homo_lumo_gap_ev="3.5 / 3.6" multiplicity=2 max_force_ev_per_a=2.28 mol_weight_g_mol=897.15 total_charge=+3
Ir -0.05008 -0.33433 -0.78462 0.2973 0.7685 -2.1219
S -3.07246 -0.85096 -2.39893 0.0845 -0.0386 -0.3515
S 0.63836 2.28273 -4.78772 0.1900 -0.0258 0.2319
S 2.01772 4.45406 -3.37813 -0.1109 -0.0875 -0.0392
O 0.62542 -2.88578 5.57917 0.0233 0.0262 0.0011
O 1.78691 0.47805 -0.32221 0.2867 0.0325 0.5467
O 4.15520 3.99085 -0.31829 -0.1431 0.1322 -0.1857
N -2.20155 -3.60101 -1.68168 -0.1620 -0.2159 -0.1869
N 2.25375 2.46765 -1.37299 -0.5839 -0.7440 -1.5636
N 1.48802 2.01736 -2.33207 0.3080 0.4636 1.5651
N 1.08993 -1.55263 3.17511 0.1577 -0.1224 0.3586
N -1.24121 1.24678 -0.01953 0.0331 0.1644 -0.0844
N -1.52569 -1.35830 -1.82989 -0.1442 -0.3031 0.7960
N 0.98023 -1.99380 -1.50647 -0.2359 0.0128 0.0779
N 0.00052 -1.15693 1.01828 -0.0254 -0.6623 1.3121
N -2.72321 3.16256 0.84942 -0.0081 0.0323 -0.0214
C -3.59585 -3.37239 -1.50275 -0.0224 -0.0368 -0.0264
C 1.41033 2.85905 -3.38176 0.0046 0.5344 -0.7822
C 1.23293 4.90213 -4.95929 -0.0149 -0.0051 0.0053
C 2.02261 -4.44150 -2.24097 -0.0815 -0.0302 -0.0047
C -0.12514 -1.72927 5.28477 0.0059 0.0136 0.0223
C 2.29831 -2.15727 -1.60002 0.0163 -0.0658 -0.0452
C 5.37049 2.32648 2.60455 -0.0008 0.0012 0.0001
C -1.40115 3.26897 1.44005 0.0137 -0.0141 0.0250
C 0.67058 -0.79549 4.38511 0.0322 -0.0574 -0.0789
C -6.29757 -2.92854 -1.17392 -0.0180 -0.0360 -0.0059
C -0.50598 2.08701 0.98290 -0.1337 -0.0919 0.0054
C 0.52992 -1.35167 2.03687 -0.1252 -0.0231 -0.0488
C 2.85580 -3.37324 -1.97078 0.0091 0.0826 0.0036
C -2.46630 0.71179 0.66703 0.0413 0.0542 0.0468
C 3.43695 1.87078 0.63632 -0.0620 0.0888 0.0138
C -4.40644 -4.41063 -1.07769 0.0218 0.0423 0.0259
C 4.59385 1.14909 2.64620 -0.0119 -0.0190 -0.0148
C -3.31966 1.88752 1.21284 0.0072 -0.0284 -0.0177
C 3.65025 0.93957 1.68628 -0.0294 -0.0439 0.0453
C -5.76553 -4.18406 -0.91689 -0.0218 0.0354 -0.0089
C 0.64391 -4.26747 -2.14566 0.1001 -0.0322 0.0062
C 2.43214 1.56982 -0.34211 -0.3188 -0.4513 0.1792
C 0.93074 -3.63986 4.42856 0.0171 -0.0131 -0.0095
C -2.61442 3.25698 -0.59539 0.0316 -0.0126 -0.0173
C 4.23732 3.04630 0.60724 0.1133 -0.0151 0.1482
C 1.20624 3.66286 -5.82811 0.0030 0.0112 0.0457
C 0.15968 -3.03187 -1.77356 -0.0162 0.0816 0.0302
C 1.79559 -2.82637 3.47720 -0.0349 0.0839 0.0087
C -1.28113 -2.66263 -1.74756 0.3138 0.3915 -0.2109
C -4.11925 -2.11387 -1.75198 -0.0535 -0.0081 0.1246
C -1.67666 2.14464 -1.13806 -0.0831 -0.0514 0.1076
C -5.47541 -1.88525 -1.58111 0.0472 -0.0081 0.0565
C 5.19198 3.25338 1.61358 -0.0121 0.0092 -0.0704
H -7.35963 -2.75756 -1.06578 0.0025 -0.0049 0.0099
H 0.41120 2.43994 0.52277 -0.0188 0.0593 -0.0054
H 1.58445 -0.46887 4.88152 -0.0144 0.0184 0.0231
H -3.98660 -5.38984 -0.87867 0.0013 0.0048 -0.0019
H -1.49513 3.27732 2.52561 -0.0020 0.0065 -0.0029
H -0.95993 4.21966 1.14169 -0.0043 0.0115 0.0095
H 3.46364 3.75583 -0.96644 0.2403 0.0902 0.1237
H 2.90394 -1.29051 -1.38137 0.0107 -0.0124 0.0432
H 0.23312 5.27314 -4.73597 -0.0070 0.0296 0.0075
H -0.24445 1.43504 1.81656 0.0565 -0.0017 -0.0400
H 3.92956 -3.46230 -2.05519 -0.0014 -0.0091 0.0122
H -2.22819 4.24120 -0.85802 -0.0136 0.0251 0.0015
H -3.01554 0.12025 -0.06051 0.0019 0.0037 0.0193
H 2.00109 -3.35241 2.54648 -0.0204 -0.0102 0.0007
H 2.19834 3.39860 -6.19340 0.0082 -0.0213 -0.0369
H 1.81852 5.70028 -5.41249 0.0276 0.0004 0.0107
H 3.03945 0.04853 1.70260 -0.0126 -0.0447 -0.0054
H 0.09524 0.07788 4.08118 -0.0182 -0.0149 0.0026
H -1.90050 -4.56259 -1.61147 -0.0041 0.0167 -0.0439
H 1.47373 -4.52374 4.75792 -0.0098 -0.0053 0.0078
H -2.18403 1.53019 -1.87774 0.0375 0.0010 -0.0088
H 2.42966 -5.39895 -2.53737 -0.0028 0.0081 -0.0088
H -0.77172 2.54919 -1.58442 0.0576 0.0623 -0.0278
H -3.39755 1.83576 2.29846 -0.0040 0.0009 0.0006
H -4.33068 1.84261 0.80928 -0.0022 0.0070 0.0016
H -2.12858 0.05365 1.46465 0.0095 -0.0196 -0.0107
H -0.01867 -5.08451 -2.39640 -0.0041 -0.0031 0.0096
H -1.07612 -1.99885 4.80514 0.0105 -0.0019 -0.0096
H 0.00976 -3.96052 3.92226 0.0022 0.0117 0.0015
H 4.75657 0.42579 3.43300 -0.0174 0.0083 -0.0033
H -0.33970 -1.23600 6.23090 -0.0099 -0.0102 0.0068
H -3.60911 3.16449 -1.03047 -0.0023 -0.0035 0.0032
H -6.40717 -4.99174 -0.59421 -0.0058 0.0004 -0.0110
H -5.89651 -0.91052 -1.79271 0.0142 0.0135 0.0224
H 6.11870 2.50144 3.36642 -0.0023 0.0018 0.0022
H 0.52552 3.76388 -6.67130 -0.0349 -0.0061 0.0126
H 2.73666 -2.55686 3.95687 0.0189 -0.0277 -0.0075
H 5.77969 4.15981 1.56927 0.0077 -0.0039 -0.0016